25
Properties=species:S:1:pos:R:3:forces:R:3 method="wB97M-V/def2-TZVPD" max_force_ev_per_a=3.78 charge=+1 spin_multiplicity=1 relative_energy_kcal_mol=61.1 total_energy_ha=-347.993546 lumo_ev=-2.7514
C 0.24716 0.58006 -1.78211 -0.157 -0.553 -3.575
C -1.82162 -0.06638 -0.65129 3.098 -2.119 -0.474
C -0.57647 1.81892 0.29270 1.757 0.941 0.536
C 1.82271 -0.06184 0.83928 -1.385 -1.381 0.666
C -0.28373 -0.85604 1.58441 -1.955 -2.672 -1.433
C -0.36301 0.46988 -0.43762 -1.356 0.143 -0.085
N 0.57555 -1.75072 -0.37839 -1.637 -2.303 0.964
N 0.48232 -0.55035 0.34863 -1.033 0.284 2.136
H 0.05007 -0.37873 -2.44653 0.530 1.775 1.514
H -0.27730 1.37499 -2.36505 0.287 -0.450 0.586
H 1.30292 0.86192 -1.88826 -0.110 -0.202 0.469
H -2.38473 0.20628 0.19502 -1.280 0.127 0.458
H -1.75153 -1.17386 -0.86296 -0.499 1.157 0.318
H -1.98826 0.41168 -1.57901 -1.470 0.551 -0.645
H -1.64092 2.17596 0.19425 1.356 -0.348 0.184
H -0.25674 1.74579 1.36321 -0.864 0.121 -0.711
H 0.14786 2.60631 -0.07459 -0.993 -0.732 0.038
H 2.34863 0.12298 -0.03326 1.505 0.789 -1.317
H 1.72234 0.76683 1.54035 0.064 -0.077 -0.330
H 2.16699 -0.98049 1.31207 0.668 0.465 0.259
H -1.32429 -1.26845 1.25372 2.117 0.684 1.028
H 0.27996 -1.55709 2.17348 0.086 -0.680 0.003
H -0.34897 -0.01850 2.17839 -0.524 1.948 1.000
H 1.37070 -1.80627 -0.93017 1.775 0.313 -1.275
H 0.50037 -2.67289 0.15373 0.019 2.220 -0.314

---

119
Properties=species:S:1:pos:R:3:forces:R:3 method="wB97M-V/def2-TZVPD" max_force_ev_per_a=0.92 charge=+1 spin_multiplicity=1 total_energy_ha=-6292.302267 lumo_ev=-3.7973
C 9.31741 2.56323 1.55466 0.129 0.204 0.100
C 8.03360 3.28246 1.14088 -0.076 -0.130 0.061
C 6.73431 2.51558 1.05763 -0.087 0.144 0.050
C 6.62561 1.32201 0.34791 0.373 0.033 0.071
C 7.78612 0.68271 -0.36445 -0.074 -0.182 -0.070
C 8.52905 -0.43049 0.42817 -0.190 0.156 -0.116
C 8.07295 -0.65808 1.85800 0.147 -0.136 0.094
Br 8.31471 -2.13160 -0.53381 0.134 -0.071 -0.034
C 5.38867 0.70481 0.22168 -0.732 -0.184 -0.001
N 5.16682 -0.49508 -0.40271 0.458 0.151 -0.052
N 4.29001 1.28832 0.77874 0.115 -0.007 -0.142
C 2.99020 0.66773 0.61358 -0.121 0.033 0.116
C 2.28201 0.85767 -0.55320 0.013 -0.033 -0.025
C 1.04519 0.23119 -0.65776 0.043 0.067 -0.006
N 0.51861 -0.51997 0.30168 0.148 0.000 0.100
C 1.22449 -0.68579 1.41946 -0.054 0.064 -0.134
C 2.46591 -0.10475 1.63115 0.066 -0.047 -0.010
C 4.38375 2.45327 1.48366 -0.456 -0.436 -0.063
O 3.21734 2.94975 1.94621 0.054 0.071 0.015
C 5.57194 3.08920 1.65090 0.834 0.172 0.021
C 5.57854 4.36934 2.43553 -0.590 -0.126 0.188
P 5.32033 5.82375 1.38191 0.778 0.484 -0.058
O 6.44935 6.00788 0.46416 -0.082 -0.246 -0.057
O 5.05249 7.00546 2.39380 -0.326 -0.170 -0.042
O 3.90517 5.67730 0.67256 -0.199 -0.212 0.296
H 10.08494 3.32468 1.68770 0.021 0.041 -0.002
H 9.71122 1.87294 0.81723 -0.028 -0.090 0.090
H 9.21329 2.06524 2.51915 -0.026 -0.096 -0.082
H 7.89419 4.08109 1.85465 -0.004 0.244 -0.097
H 8.15381 3.78546 0.17769 0.055 0.026 -0.039
H 7.42044 0.23998 -1.28833 -0.005 0.150 -0.094
H 8.47946 1.45574 -0.67445 0.113 0.036 0.023
H 9.59503 -0.23503 0.38862 0.036 -0.083 0.003
H 7.16245 -1.25422 1.88788 -0.153 0.106 0.015
H 8.83245 -1.22182 2.39493 0.012 -0.039 0.042
H 7.90605 0.27850 2.38947 0.038 -0.004 -0.039
H 4.51210 -0.49907 -1.17193 -0.266 -0.166 0.195
H 6.00017 -1.03607 -0.60377 -0.035 0.005 -0.082
H 2.66790 1.46276 -1.36296 0.003 0.038 -0.004
H 0.46701 0.34495 -1.56565 -0.099 -0.014 -0.008
H 0.78852 -1.32262 2.17804 -0.062 -0.009 0.034
H 3.00845 -0.27252 2.55154 0.048 -0.044 0.013
H 2.95022 2.51752 2.76848 -0.129 -0.017 -0.030
H 6.49776 4.54382 2.98136 0.116 -0.049 0.029
H 4.78127 4.33773 3.17920 -0.012 0.032 -0.014
H 5.22941 6.76998 3.31950 0.228 0.153 0.043
H 3.88173 4.93423 0.05895 -0.024 0.208 -0.214
C -1.70272 -3.35871 -1.17731 -0.090 -0.049 -0.027
C -0.39516 -3.30011 -1.41669 -0.087 -0.090 -0.063
C 0.31362 -4.39301 -2.12498 0.029 0.018 0.000
O 1.50793 -4.32477 -2.33518 0.021 0.009 0.011
C -0.48331 -5.56488 -2.56283 -0.006 -0.006 -0.011
C -1.79015 -5.63015 -2.32591 0.026 0.001 0.029
C -2.50062 -4.53370 -1.61749 0.049 -0.018 0.004
O -3.69474 -4.58928 -1.41530 -0.018 -0.015 -0.019
H -2.26024 -2.57930 -0.67129 0.104 0.015 0.014
H 0.21445 -2.46318 -1.11109 -0.015 0.029 0.033
H 0.05662 -6.34539 -3.08288 0.012 0.016 -0.013
H -2.39720 -6.47056 -2.63870 -0.016 0.006 0.013
C -4.82427 -3.02751 -5.07908 0.127 0.041 0.037
C -3.69212 -3.72295 -4.99908 -0.008 0.034 -0.043
C -2.68474 -3.69866 -6.08570 -0.008 -0.013 -0.014
O -1.65041 -4.32777 -6.00308 0.024 0.014 0.026
C -2.98472 -2.87024 -7.28224 -0.006 0.007 -0.011
C -4.11491 -2.17524 -7.37112 0.021 -0.007 0.006
C -5.11745 -2.19816 -6.27526 -0.016 -0.019 0.026
O -6.14374 -1.55425 -6.35754 0.169 0.038 -0.112
H -5.57485 -3.02898 -4.29838 0.029 -0.033 -0.096
H -3.45091 -4.33719 -4.14255 -0.036 -0.023 0.003
H -2.23551 -2.86995 -8.06380 0.009 -0.020 0.008
H -4.35863 -1.56409 -8.23090 -0.026 0.003 0.009
C -3.13414 0.40069 2.44946 0.006 0.015 0.021
C -3.78049 1.21856 3.27441 0.016 -0.015 -0.018
C -5.20514 1.57944 3.04234 0.011 -0.014 -0.007
O -5.78787 2.32701 3.79396 -0.009 0.016 0.007
C -5.87619 0.98813 1.85646 0.007 -0.008 -0.012
C -5.22732 0.16994 1.03217 -0.013 0.012 0.002
C -3.80648 -0.18713 1.26408 -0.070 0.005 0.000
O -3.21322 -0.93320 0.51413 0.043 0.025 0.006
H -2.09799 0.12162 2.59503 -0.004 -0.019 -0.021
H -3.31503 1.65966 4.14667 -0.026 0.011 0.009
H -6.91294 1.26230 1.70968 -0.003 0.008 0.017
H -5.69462 -0.27475 0.16280 0.014 -0.019 -0.001
C 9.00336 6.75242 5.08365 -0.016 -0.033 0.012
C 9.89986 7.60898 5.56384 -0.011 -0.010 -0.009
C 9.49259 8.95136 6.06130 -0.008 -0.010 -0.005
O 10.30616 9.73005 6.49681 0.010 0.008 0.008
C 8.04653 9.29424 6.00013 -0.011 -0.003 -0.004
C 7.15445 8.43359 5.51816 -0.006 -0.011 -0.025
C 7.56803 7.10221 5.02609 0.022 0.116 0.060
O 6.74817 6.31112 4.58474 -0.085 -0.054 -0.107
H 9.27484 5.77100 4.71598 -0.014 -0.004 0.000
H 10.95643 7.38058 5.61739 0.006 0.023 0.006
H 7.77236 10.27489 6.36681 0.019 0.006 0.004
H 6.09755 8.66141 5.46241 -0.004 -0.005 -0.003
C -10.72873 -1.95899 -2.70408 -0.009 -0.006 0.005
C -9.60025 -2.65742 -2.62334 0.018 -0.010 -0.002
C -8.60668 -2.63454 -3.72415 -0.002 -0.001 -0.017
O -7.57670 -3.27645 -3.64600 -0.142 -0.003 0.084
C -8.90709 -1.80690 -4.91848 -0.132 -0.018 -0.023
C -10.03896 -1.11025 -4.99564 0.022 -0.014 0.024
C -11.03848 -1.12918 -3.89749 0.012 -0.007 0.016
O -12.06689 -0.49235 -3.96706 -0.009 0.009 -0.011
H -11.46746 -1.95755 -1.91237 0.000 0.018 0.001
H -9.35479 -3.26217 -1.76036 0.031 0.019 0.006
H -8.16039 -1.80618 -5.70148 -0.040 0.011 0.088
H -10.28637 -0.49754 -5.85326 -0.023 0.000 0.003
C -10.25373 -7.39613 0.57173 0.012 0.017 -0.001
C -9.76034 -6.16160 0.60234 -0.002 -0.020 0.004
C -10.63252 -4.98060 0.38902 -0.003 -0.020 0.026
O -10.17929 -3.85405 0.41211 -0.023 0.011 -0.037
C -12.07493 -5.22458 0.14194 -0.008 -0.008 0.001
C -12.56971 -6.45864 0.11114 0.007 0.020 -0.003
C -11.69821 -7.64370 0.32467 0.005 0.014 0.001
O -12.14732 -8.76704 0.29851 -0.007 -0.016 -0.001
H -9.63926 -8.27440 0.72250 -0.018 -0.015 -0.004
H -8.71233 -5.95539 0.77886 -0.002 0.022 -0.005
H -12.68963 -4.34619 -0.00926 0.013 0.011 0.006
H -13.61745 -6.66339 -0.06761 0.002 -0.023 0.001

---

24
Properties=species:S:1:pos:R:3:forces:R:3 method="wB97M-V/def2-TZVPD" max_force_ev_per_a=6.16 charge=+1 spin_multiplicity=1 relative_energy_kcal_mol=141.6 total_energy_ha=-438.962588 lumo_ev="-5.2265 / -5.2257"
C -1.13474 1.37077 -0.63080 1.523 -5.372 2.595
C -0.49901 -1.03182 0.27895 -1.965 1.554 -0.433
C -0.27760 -2.38182 0.82722 2.710 0.128 1.599
C 2.55405 -0.01235 1.08317 -0.655 1.559 -1.069
C 1.86638 1.29114 -1.02504 0.604 3.057 0.007
C -3.58455 0.65049 -0.51220 -0.526 -1.271 0.413
C 1.71766 0.02926 -0.24985 1.570 0.900 1.236
N -1.78274 -0.69378 0.14840 -2.030 -0.454 0.508
N 0.33112 -0.07274 0.04635 -2.032 2.780 -1.751
N -2.09648 0.60399 -0.23876 1.759 -1.838 -1.173
H -0.75013 2.32285 -0.79141 0.065 1.605 -0.296
H 0.75942 -2.74927 0.72859 -0.490 0.093 -0.816
H -0.25199 -2.26233 1.91109 -0.415 0.319 0.293
H -0.99098 -3.13851 0.67333 -0.989 -0.538 -0.876
H 2.36917 0.93445 1.66771 0.400 -1.005 -0.557
H 3.61544 -0.18242 0.86005 -0.339 0.253 0.140
H 2.16240 -0.83848 1.61461 -0.084 -0.867 0.944
H 1.35687 1.24350 -1.99362 -0.513 0.007 0.364
H 2.90188 1.51606 -1.37821 -0.512 -0.263 0.915
H 1.48266 2.19482 -0.36533 0.841 -1.600 -1.484
H -3.97859 1.57337 -0.19062 -0.325 1.096 0.594
H -3.79735 0.56403 -1.57429 0.532 -0.115 -0.122
H -4.09349 -0.22571 0.01622 1.205 1.372 -0.578
H 2.12059 -0.70551 -0.90557 -0.333 -1.400 -0.452

---

47
Properties=species:S:1:pos:R:3:forces:R:3 method="wB97M-V/def2-TZVPD" max_force_ev_per_a=0.50 charge=0 spin_multiplicity=2 relative_energy_kcal_mol=0.0 total_energy_ha=-1701.595346 lumo_ev="-0.8502 / -1.2303" s2=0.756
Ru 0.99123 0.10069 -0.57342 0.171 -0.015 0.104
O -0.84431 -3.30742 3.22171 -0.081 -0.044 0.048
C -1.89157 -3.18342 2.38912 0.013 0.036 0.015
C -3.06339 -3.86050 2.73046 -0.012 -0.012 0.002
C -4.18009 -3.77169 1.92648 0.016 0.002 0.000
C -4.16181 -3.00578 0.76084 -0.012 -0.007 -0.001
C -3.00902 -2.33440 0.41721 -0.004 -0.002 -0.011
C -1.86255 -2.41072 1.21493 0.026 -0.030 0.058
C -0.66467 -1.67256 0.79074 0.316 -0.054 -0.107
O -0.70190 -1.00885 -0.29740 -0.276 0.235 0.304
N 0.43506 -1.74547 1.55057 -0.219 0.037 -0.194
N 1.43054 -1.01639 0.98838 -0.126 0.013 0.181
C 2.55419 -0.85743 1.59379 -0.033 -0.104 0.069
C 3.54021 -0.05876 0.89412 0.205 -0.029 -0.108
C 4.81339 0.18210 1.39152 -0.074 -0.120 0.160
C 5.71514 0.89150 0.62345 0.067 0.071 -0.089
C 5.32747 1.34289 -0.62842 0.069 -0.025 0.081
C 4.03772 1.08542 -1.05450 -0.150 0.068 0.057
N 3.15925 0.40971 -0.31296 -0.354 0.221 -0.270
H -0.10763 -2.76341 2.86744 0.056 -0.014 -0.032
H -3.06449 -4.44899 3.63838 0.000 0.006 -0.009
H -5.07946 -4.30458 2.20962 0.004 0.005 -0.008
H -5.03980 -2.93978 0.13310 0.004 0.000 0.005
H -2.96119 -1.73315 -0.48096 0.001 0.000 0.001
H 2.72321 -1.30807 2.56318 0.068 0.010 -0.008
H 5.07754 -0.19567 2.37007 0.021 0.005 -0.016
H 6.71375 1.08665 0.99159 -0.009 -0.010 0.012
H 6.00671 1.88803 -1.26729 -0.015 0.007 -0.008
H 3.68089 1.42502 -2.01624 -0.029 0.002 -0.005
I 1.63664 0.27700 -3.71564 -0.003 -0.137 -0.052
C 1.23348 -1.14775 -2.11947 0.185 0.032 -0.295
H 2.09638 -1.81007 -2.13669 0.008 -0.023 0.054
H 0.33191 -1.66638 -2.43148 -0.019 -0.037 0.035
C -3.26991 3.30563 -2.62870 0.007 0.002 0.016
N -2.15479 3.03768 -1.73219 0.068 0.001 0.028
C -1.85861 3.86275 -0.69406 -0.019 0.007 -0.010
C -0.86759 3.60934 0.18487 0.008 -0.019 0.022
C -0.12545 2.40008 -0.02116 -0.037 -0.024 -0.005
O 0.77407 1.94479 0.73947 -0.121 0.005 -0.001
N -0.39138 1.63552 -1.10599 0.375 -0.066 0.093
C -1.43411 1.84506 -1.95452 -0.128 0.004 -0.159
O -1.76134 1.10195 -2.85748 0.034 0.028 0.076
H -3.58937 4.33642 -2.49323 -0.001 0.000 0.012
H -4.10193 2.63294 -2.42253 0.002 -0.011 -0.005
H -2.95410 3.14781 -3.65613 0.003 0.006 -0.011
H -2.48281 4.74302 -0.60873 -0.006 -0.010 -0.016
H -0.65548 4.25927 1.01816 0.004 -0.010 -0.011

---

22
Properties=species:S:1:pos:R:3:forces:R:3 method="wB97M-V/def2-TZVPD" max_force_ev_per_a=2.52 charge=+1 spin_multiplicity=2 total_energy_ha=-2713.692791 lumo_ev="-5.8042 / -5.7152" s2=0.756
C -1.73557 1.47544 -1.24218 -0.283 -0.177 0.126
S -0.10879 1.05940 -1.78337 1.117 1.494 -1.695
O -0.31646 0.15549 -3.06414 -0.600 0.507 -0.544
O 0.52733 2.27416 -2.19382 -0.299 -0.356 0.263
N 0.85060 0.20722 -0.93074 -0.352 -0.443 1.359
S 0.31866 -1.29723 -0.64035 -0.271 0.068 -0.527
O -1.07509 -1.42523 -1.00430 0.095 -0.069 0.504
O 1.22911 -2.14661 -1.42725 -0.086 0.160 -1.086
C 0.50977 -1.64743 1.08023 0.144 -0.330 0.271
C 0.06925 -0.53309 2.03207 0.028 -0.001 0.074
C 1.06512 0.61361 2.18798 0.038 0.010 -0.132
Cl 0.25243 2.02466 2.91120 -0.003 -0.029 0.068
H -1.92570 1.09034 -0.24127 0.006 -0.017 -0.129
H -2.45192 1.08743 -1.96553 0.075 -0.142 0.141
H -1.74280 2.56482 -1.27281 0.051 -0.089 0.145
H 1.52952 -2.00253 1.24498 -0.002 0.177 -0.055
H -0.16643 -2.50072 1.20241 0.149 -0.006 -0.081
H -0.92493 -0.17534 1.74572 0.167 0.080 -0.051
H -0.05910 -0.99831 3.01349 -0.093 -0.007 -0.115
H 1.47260 0.95470 1.24150 -0.021 -0.080 0.021
H 1.89194 0.32848 2.83914 -0.107 0.038 -0.008
V 0.79045 -1.10927 -3.73296 0.249 -0.788 1.450

---

5
Properties=species:S:1:pos:R:3:forces:R:3 method="wB97M-V/def2-TZVPD" max_force_ev_per_a=2.90 charge=0 spin_multiplicity=3 relative_energy_kcal_mol=88.1 total_energy_ha=-648.840226 lumo_ev="0.6427 / -2.6268" s2=2.009
O -0.61191 1.44381 0.18232 -1.933 1.948 0.067
O 1.02233 0.41882 -0.12803 2.880 0.319 0.142
F -1.39502 0.44612 0.64555 -1.027 -0.087 0.294
S 0.79741 -1.00336 0.20497 1.248 -1.011 0.541
H 0.18720 -1.30539 -0.90481 -1.168 -1.169 -1.044

---

Which value of charge does entry 1 give? +1